[1]
DFT (ωB97M-V with the def2-TZVPD basis set) results for 6 unconnected molecules or ions with the total composition C2H16O5S2 at a distorted geometry.

Structure (XYZ):
```
25
Properties=species:S:1:pos:R:3:forces:R:3
C -0.747677 2.477084 0.129271 -3.2 0.8 0.7
S 0.994884 1.993393 0.514308 -0.6 1.9 -3.7
S 1.373036 1.214975 2.202925 -0.5 -0.8 2.7
C 1.321994 -0.548804 1.909374 0.8 -1.1 1.4
H -0.779953 3.229954 -0.736623 0.7 -1.1 1.3
H -1.553830 1.711247 -0.166123 1.9 0.6 0.5
H -1.315060 3.008418 1.001886 1.5 -0.7 -1.2
H 0.347124 -1.041764 1.706525 0.6 0.6 0.3
H 2.054995 -0.773021 1.155315 -0.1 -0.1 -0.7
H 1.826486 -0.951475 2.842108 -1.0 0.1 -0.8
O -2.238836 0.226940 -1.494907 -3.3 -1.6 -0.4
H -1.315326 0.362334 -1.624800 1.8 -0.2 -0.3
H -2.548543 -0.507913 -2.094144 0.8 1.4 0.8
O -2.434793 -2.534457 0.532625 -0.6 -1.4 0.4
H -2.731715 -2.382362 1.437026 0.4 0.7 -0.4
H -1.960832 -1.829797 0.105984 0.2 1.1 0.5
O -2.053580 -3.237150 -1.922282 -2.9 3.6 -1.2
H -1.829012 -3.640200 -1.113367 0.2 -0.7 1.7
H -2.796174 -2.516204 -1.625843 2.7 -3.1 -1.0
O 2.130122 -1.442134 -1.301421 5.6 2.0 0.1
H 2.987410 -1.571731 -1.870415 -2.2 0.8 1.7
H 1.613056 -2.067105 -1.670281 -3.0 -3.9 -1.7
O 0.304381 0.286236 -1.883557 0.2 -1.5 -3.4
H 0.094842 0.166126 -2.924451 1.1 0.1 3.7
H 0.915572 -0.495562 -1.574060 -1.1 2.4 -1.1
```
Forces are in eV/Å.

- Kohn-Sham gap: 8.386 eV
- E_tot: -1258.27740 Eh
- Structure (SMILES): CSSC.O.O.O.O.O
- LUMO energy: 0.0 eV

Atom charges from the Löwdin analysis, given in e for atoms 1 to 2:
1 C -0.450
2 S 0.380

***

[2]
DFT (ωB97M-V with the def2-TZVPD basis set) results for a molecular structure, C16H13Cl2MgNO14P2 at a distorted geometry.

Structure (XYZ):
```
49
Properties=species:S:1:pos:R:3:forces:R:3
Mg -0.259336 0.233207 0.622702 -1.1 1.1 -0.2
O 0.529361 4.753466 -3.535049 0.0 0.0 0.0
C 0.423737 3.727882 -2.630418 0.1 -0.1 0.0
C 1.354704 2.697078 -2.596119 0.0 0.1 -0.1
C 1.178144 1.700233 -1.657721 0.0 -0.1 0.2
N 0.148945 1.696698 -0.830838 -0.2 0.4 -0.2
C -0.735999 2.691255 -0.848174 0.1 -0.3 0.1
C -0.629189 3.747165 -1.730761 -0.1 0.1 -0.1
C -1.867143 2.551543 0.187677 0.0 -0.2 0.1
O -2.674993 3.483563 0.277923 0.2 -0.2 0.0
O -1.820069 1.460633 0.841779 -0.4 0.9 -0.2
C 2.194694 0.585383 -1.433211 -0.1 -0.3 0.3
O 3.220909 0.580263 -2.108905 -0.1 0.0 0.0
O 1.883619 -0.233361 -0.487176 0.3 0.2 0.0
H 1.291460 4.570190 -4.091978 0.0 0.0 0.0
H 2.208745 2.651297 -3.263041 0.0 0.0 0.0
H -1.360991 4.543806 -1.715379 0.0 -0.1 0.0
C 2.395603 -1.083575 4.635849 -0.1 0.1 0.0
C 1.361465 -0.409942 3.756863 0.0 -0.1 -0.5
O 0.505349 0.464867 4.519521 0.2 -0.2 0.1
P 2.100529 0.730961 2.528393 0.0 0.8 0.4
O 2.856477 1.836946 3.429758 -0.2 -0.1 0.0
O 3.302598 0.127957 1.733540 -0.2 -0.1 -0.3
O 1.022042 1.370658 1.715055 0.6 -0.4 0.6
P 0.306171 -1.661695 2.843512 -0.1 -0.1 0.5
O 1.288722 -2.013472 1.588834 -0.6 0.5 0.4
O 0.064546 -2.843334 3.696867 0.1 0.1 -0.1
O -0.822037 -0.801804 2.299037 0.6 -0.3 0.2
H 3.009311 -0.348274 5.161733 0.0 0.0 0.0
H 3.040692 -1.707264 4.013256 0.0 0.0 0.0
H 1.882965 -1.725656 5.351086 0.0 0.0 0.0
H -0.343481 0.474538 4.045582 0.0 0.0 -0.1
H 2.166162 2.322550 3.907299 0.1 -0.1 0.0
H 2.969856 -0.132916 0.807979 0.0 0.0 0.1
H 0.990396 -1.386150 0.903917 1.1 -1.2 -0.6
Cl -3.848183 -5.116337 -3.772121 0.0 0.1 0.1
C -3.051888 -3.865923 -2.821420 -0.1 -0.2 0.0
C -2.540107 -4.177172 -1.564880 0.0 -0.1 0.0
C -1.893920 -3.222794 -0.825591 0.0 0.1 0.0
Cl -1.348954 -3.681205 0.746119 0.1 0.0 0.1
C -1.656710 -1.870077 -1.283808 0.1 0.0 -0.1
O -0.984491 -1.042298 -0.604056 -0.5 -0.9 -0.9
C -2.255070 -1.602874 -2.574598 0.1 0.1 0.2
C -2.216931 -0.318507 -3.282813 0.0 -0.1 -0.1
O -1.668889 0.711349 -2.989515 0.2 0.2 0.2
C -2.926846 -2.595606 -3.300141 0.0 0.0 -0.1
H -2.652637 -5.174604 -1.158900 0.0 0.0 0.0
H -2.792249 -0.362108 -4.241237 0.0 0.0 0.0
H -3.347086 -2.336542 -4.266433 0.0 0.0 0.0
```
Forces are in eV/Å.

- Kohn-Sham gap: 7.017 eV
- Charge: -2
- E_tot: -3529.41250 Eh
- LUMO energy: 4.2 eV

Atom charges from the Löwdin analysis, given in e for atoms 1 to 2:
1 Mg 0.526
2 O 0.039

***

[3]
DFT (ωB97M-V with the def2-TZVPD basis set) results for a molecular structure, C24H42ClN6O4Pb at a distorted geometry.

Structure (XYZ):
```
78
Properties=species:S:1:pos:R:3:forces:R:3
Pb -26.139430 23.160700 4.044750 -1.1 -1.5 1.0
Cl -28.987480 21.174250 5.912930 -0.5 -1.2 0.2
O -28.111760 20.331740 5.180950 0.5 -1.6 -1.1
O -28.852750 20.850090 7.304820 -0.1 0.6 0.4
O -28.542790 22.493870 5.602500 1.4 3.3 0.1
O -30.349690 21.111880 5.500410 -0.3 -0.6 0.0
C -27.158750 28.826920 4.986170 0.6 0.5 2.6
C -26.244130 28.879760 6.298150 0.0 -1.9 -0.5
C -26.283960 27.550100 7.197280 -0.4 -0.1 -0.4
C -26.089030 26.219630 6.534880 0.2 -2.2 -2.3
N -26.008810 25.197230 5.942230 0.0 3.5 2.2
H -26.908520 27.951850 4.386400 0.2 0.4 -0.2
H -27.068730 29.815070 4.534990 0.2 -0.4 -0.6
H -28.197680 28.753350 5.307610 -0.1 -0.2 -0.1
H -26.449580 29.709140 6.974920 -0.5 -0.1 -0.2
H -25.198390 29.017650 6.023350 0.0 0.0 -0.3
H -27.248200 27.435560 7.692480 -0.3 0.2 -0.1
H -25.592080 27.594040 8.038400 0.3 0.2 -0.2
C -30.183310 26.396030 0.835890 0.5 0.1 -1.4
C -28.720450 26.937860 0.591150 -2.1 -0.5 0.1
C -28.018360 27.274530 1.916360 -0.1 -0.9 -0.2
C -27.925910 26.082080 2.837760 0.2 1.5 -1.4
N -27.874940 25.183500 3.543330 0.1 -0.3 0.1
H -30.728660 26.176200 -0.081910 0.5 0.1 -0.6
H -30.829150 27.181760 1.227820 0.2 -0.3 0.9
H -30.224810 25.414700 1.308510 0.1 0.4 0.8
H -28.817450 27.821560 -0.039540 0.1 0.3 0.4
H -28.123750 26.282220 -0.043030 0.1 -0.4 0.4
H -28.534280 28.038110 2.498490 0.0 0.1 -0.2
H -27.048960 27.645370 1.583440 0.3 -0.1 0.8
C -25.119450 18.260470 0.451030 0.7 -0.5 0.4
C -24.972380 17.654950 1.878210 -2.4 0.2 -0.7
C -24.267460 18.482200 2.911130 1.0 0.6 -0.3
C -24.748060 19.867160 2.963930 1.7 -5.1 0.0
N -25.128570 20.909750 2.957690 -1.8 5.0 0.1
H -25.717930 17.560940 -0.132550 0.4 -0.1 -0.2
H -24.147960 18.440610 -0.009260 0.0 -0.1 -0.3
H -25.693210 19.185900 0.401280 0.1 0.1 0.5
H -24.583040 16.637910 1.924520 0.1 0.1 -0.4
H -26.031110 17.591190 2.129470 0.0 -0.4 0.7
H -23.242280 18.509110 2.541810 0.4 0.4 0.4
H -24.236020 18.057200 3.914370 -0.3 0.0 -0.1
C -27.451830 23.525910 9.301620 1.2 -1.0 -0.3
C -25.891180 23.418540 9.407960 0.0 -0.8 0.6
C -25.253290 22.044220 8.951200 -1.1 0.1 -0.7
C -25.412860 21.847960 7.503120 -0.1 0.0 -3.6
N -25.468340 21.772770 6.327660 0.1 0.6 3.3
H -27.918660 22.623390 9.696130 0.1 -0.1 0.1
H -27.727740 23.535570 8.247160 -0.3 0.4 0.0
H -27.863280 24.344090 9.892710 0.2 0.2 -0.3
H -25.600770 23.472650 10.457160 0.0 0.3 0.1
H -25.381870 24.230500 8.888900 -0.1 0.0 -0.1
H -25.756500 21.199470 9.421600 -0.2 0.1 0.2
H -24.190760 21.888040 9.137610 0.1 0.5 0.3
C -27.455380 21.459790 -1.278100 -0.8 0.1 0.8
C -28.923140 22.005750 -1.127430 2.2 0.4 -0.7
C -29.003570 22.957260 0.086570 -0.8 -0.3 0.1
C -28.479610 22.404660 1.324860 1.2 -2.0 4.0
N -28.088380 21.985040 2.363420 -0.9 1.8 -3.7
H -27.158630 21.086800 -2.258360 -0.5 -0.3 0.1
H -27.365830 20.708010 -0.493940 0.5 -0.3 -0.3
H -26.722500 22.233080 -1.047880 -0.1 0.2 0.1
H -29.646290 21.197510 -1.018350 0.1 0.1 0.0
H -29.096750 22.546720 -2.057660 -0.6 0.2 0.2
H -30.063890 23.149060 0.251000 -0.1 0.2 0.2
H -28.503580 23.925730 0.073860 0.1 0.1 -1.0
C -22.342750 24.828220 7.557620 -0.1 1.2 0.2
C -21.235010 24.430630 6.599670 -0.3 -1.1 0.5
C -21.555440 24.772790 5.152550 -1.1 -0.9 -0.3
C -22.662380 23.954790 4.569860 -1.6 -1.7 0.2
N -23.505670 23.240310 4.180260 2.1 2.0 0.8
H -23.356620 24.474030 7.371330 0.2 -0.8 0.0
H -22.494430 25.904910 7.481240 0.2 0.4 -0.1
H -22.026420 24.718920 8.594970 -0.2 -0.5 0.0
H -21.027730 23.362440 6.663810 -0.1 -0.1 0.1
H -20.318170 24.903940 6.951060 0.0 0.3 -0.5
H -20.744220 24.488660 4.482260 0.4 1.1 0.0
H -21.977760 25.777480 5.171300 0.8 0.4 -0.7
```
Forces are in eV/Å.

- Kohn-Sham gap: 7.726 eV
- Charge: +1
- E_tot: -2221.67800 Eh
- LUMO energy: -2.9 eV

Atom charges from the Löwdin analysis, given in e for atoms 1 to 2:
1 Pb 1.328
2 Cl 0.574

***

[4]
DFT (ωB97M-V with the def2-TZVPD basis set) results for a molecular structure, C36H36GeN5O3S3Sn.

Structure (XYZ):
```
85
Properties=species:S:1:pos:R:3:forces:R:3
Sn -0.897793 0.838794 0.422122 -0.6 -0.4 0.0
C -4.493455 -2.172278 0.551138 0.1 0.0 0.0
C -3.491089 -1.106565 0.249908 -0.2 0.0 -0.2
N -2.419136 -0.909327 0.927920 0.3 0.0 0.4
N -2.176727 -1.811504 1.941517 -0.1 0.0 -0.2
C -1.313996 -1.472295 2.835871 0.1 0.0 0.2
N -0.995188 -2.349143 3.806664 -0.1 0.1 -0.1
S -0.497421 0.088445 2.944645 0.2 0.0 0.0
C -3.718198 -0.213470 -0.914477 0.0 -0.1 0.1
C -4.840652 -0.329257 -1.712232 -0.1 0.0 -0.1
C -4.987964 0.529996 -2.794953 0.0 0.0 0.0
C -4.000977 1.460813 -3.054647 0.0 0.0 0.0
C -2.900709 1.502183 -2.213713 0.0 0.0 0.0
N -2.768595 0.692877 -1.167225 0.2 0.3 0.0
H -4.222061 -2.710811 1.449266 0.0 0.0 0.0
H -4.549822 -2.879685 -0.279677 0.0 0.0 0.0
H -5.481697 -1.728446 0.680902 0.0 0.0 0.0
H -1.444302 -3.250261 3.825297 0.0 0.0 0.0
H -0.382434 -2.082478 4.555033 0.0 0.0 0.0
H -5.590378 -1.077682 -1.502467 0.0 0.0 0.0
H -5.865260 0.463771 -3.424419 0.0 0.0 0.0
H -4.076140 2.149675 -3.884178 0.0 0.0 0.0
H -2.111609 2.227505 -2.370510 0.0 0.0 0.0
O -2.965174 3.890360 -0.552052 0.0 0.0 0.2
S -2.088618 3.850464 0.578344 0.0 0.0 -0.1
O -0.678155 4.007158 0.333445 0.0 0.0 0.0
N -2.259365 2.371087 1.407130 0.4 0.2 0.0
C -2.578848 2.571954 2.681771 0.0 -0.1 -0.2
S -2.555249 1.391236 3.879730 -0.3 0.2 0.0
C -2.924917 3.984606 2.982111 0.0 -0.1 0.0
C -3.470596 4.498508 4.144391 0.0 0.0 0.1
C -3.737306 5.860903 4.195762 0.0 0.0 0.0
C -3.458866 6.689712 3.111698 0.0 0.0 0.0
C -2.921415 6.175848 1.936791 0.1 0.0 0.0
C -2.666066 4.821302 1.908218 -0.2 0.0 0.1
H -3.696965 3.851999 4.982591 0.0 0.0 0.0
H -4.176806 6.284565 5.088620 0.0 0.0 0.0
H -3.675956 7.747557 3.175887 0.0 0.0 0.0
H -2.712962 6.809595 1.084644 0.0 0.0 0.0
C 1.309015 2.268974 -3.105154 0.0 -0.2 0.0
C 2.108328 0.992285 -3.388750 0.0 0.2 0.0
C 2.193844 0.352720 -2.018018 -0.1 -0.2 -0.1
O 2.139270 1.460228 -1.048856 0.5 0.2 0.0
C 1.878337 2.723464 -1.781589 -0.4 0.0 -0.2
H 0.246272 2.039209 -3.009730 0.0 0.0 0.0
H 1.438333 3.030180 -3.871231 0.0 0.0 0.0
H 3.100298 1.239095 -3.769174 0.0 0.0 0.0
H 1.619896 0.335243 -4.105038 0.0 0.0 0.0
H 3.103335 -0.218743 -1.850208 0.0 0.1 0.0
H 1.335733 -0.286139 -1.813868 -0.1 0.0 0.1
H 2.818424 3.251373 -1.924535 0.1 0.0 0.0
H 1.213360 3.326506 -1.166432 0.0 -0.1 0.1
C 5.086569 1.556913 -1.130959 0.3 0.0 0.0
Ge 3.723324 1.713230 0.206709 -0.3 0.0 -0.4
C 3.711336 0.300018 1.471390 -0.1 -0.2 0.2
C 3.518573 -1.042502 1.137784 0.0 0.1 0.1
C 3.701503 -2.024815 2.098241 0.0 0.0 0.0
C 4.091786 -1.673527 3.385104 0.0 0.0 0.0
C 4.287488 -0.341089 3.722509 0.0 0.0 0.0
C 4.094114 0.650390 2.768892 0.0 -0.3 0.0
C 3.353249 3.485113 0.785435 0.1 0.2 0.3
C 4.127959 4.466619 0.210106 -0.1 0.1 0.1
C 3.951067 5.826279 0.540890 0.1 -0.1 -0.1
C 3.004829 6.175426 1.456915 0.0 0.0 0.0
C 2.213216 5.195242 2.106853 0.0 0.0 0.0
C 1.278653 5.567398 3.107004 0.1 0.1 -0.1
C 0.559591 4.623004 3.774778 0.0 -0.1 0.0
C 0.729633 3.255679 3.457087 0.0 0.1 0.0
C 1.592808 2.871394 2.470380 0.0 0.0 -0.1
C 2.376694 3.828411 1.775037 0.0 0.1 0.0
H 6.041904 1.754447 -0.638705 0.0 0.0 -0.1
H 4.966042 2.263303 -1.950108 0.0 0.0 0.0
H 5.120133 0.539668 -1.517464 0.1 0.0 0.0
H 3.222064 -1.326903 0.134145 0.1 0.0 0.0
H 3.558672 -3.066382 1.840423 0.0 0.0 0.0
H 4.249803 -2.444715 4.128096 0.0 0.0 0.0
H 4.594436 -0.072316 4.724845 0.0 0.0 0.0
H 4.243275 1.689787 3.039556 0.0 0.0 0.0
H 4.894584 4.206740 -0.511940 0.0 0.0 0.0
H 4.565320 6.580033 0.066747 0.0 0.0 0.0
H 2.855056 7.217049 1.715547 0.0 0.0 0.0
H 1.175647 6.617660 3.354535 0.0 0.0 0.0
H -0.126401 4.909894 4.562489 0.0 0.0 0.0
H 0.183659 2.511644 4.023990 0.0 0.0 0.0
H 1.711428 1.818202 2.243596 0.0 0.0 0.0
```
Forces are in eV/Å.

- Kohn-Sham gap (alpha / beta): 7.358 / 6.272 eV
- Charge: +2
- E_tot: -5378.24981 Eh
- LUMO energy (alpha / beta): -5.5 / -6.8 eV
- ⟨S²⟩: 0.75
- Spin multiplicity: 2

Atom charges from the Löwdin analysis, given in e for atoms 1 to 2:
1 Sn 1.157
2 C 0.001

***

[5]
DFT (ωB97M-V with the def2-TZVPD basis set) results for C4H6Cl2N2O2 in the gas phase at a distorted geometry.

Structure (XYZ):
```
16
Properties=species:S:1:pos:R:3:forces:R:3
C 1.001420 -1.414987 -0.937939 -1.3 -3.3 -1.0
N 0.751800 -0.282296 -0.075856 -1.5 0.9 -0.6
C -0.522312 0.560667 -0.261701 2.6 0.9 -2.4
C -1.116644 1.255926 0.897154 -0.2 1.4 2.6
C -1.857798 0.118949 0.271365 0.3 -0.1 0.9
Cl -3.310921 0.570797 -0.620970 0.4 -0.5 0.1
Cl -1.918415 -1.380219 1.211982 -0.2 0.4 -0.6
N 1.930598 0.355289 0.412711 -2.9 -0.8 -0.3
O 1.737143 1.317271 1.101848 0.6 1.0 0.3
O 2.941169 -0.213616 0.158179 1.5 -0.2 -0.1
H 1.185028 -2.420634 -0.425672 -0.3 1.6 0.2
H 0.110960 -1.714407 -1.593474 0.8 1.1 1.1
H 1.831318 -1.431730 -1.635690 0.3 1.1 0.0
H -0.541888 1.217637 -1.244667 0.1 -1.8 1.8
H -0.634056 1.186870 1.936443 -0.8 -0.5 -1.8
H -1.587402 2.274490 0.806287 0.7 -1.2 -0.4
```
Forces are in eV/Å.

- Kohn-Sham gap: 10.743 eV
- E_tot: -1336.21115 Eh
- Structure (SMILES): CN([C@@H]1CC1(Cl)Cl)[N+](=O)[O-]
- LUMO energy: 0.6 eV

Atom charges from the Löwdin analysis, given in e for atoms 1 to 2:
1 C -0.092
2 N -0.046

***

[6]
DFT (ωB97M-V with the def2-TZVPD basis set) results for C12H17N3O in the gas phase.

Structure (XYZ):
```
33
Properties=species:S:1:pos:R:3:forces:R:3
C -4.024057 -0.270701 0.717381 0.3 0.0 -0.3
C -2.755407 0.339696 0.108930 -0.2 0.2 0.1
C -2.821676 1.865108 0.170120 0.0 -0.3 -0.2
N -1.530538 -0.087755 0.769223 0.1 0.0 0.2
C -1.081666 -1.434483 0.487169 0.0 -0.3 -0.4
C -0.232546 -1.478572 -0.800452 -0.2 0.4 0.3
O 0.061635 -2.839643 -1.037490 0.1 -0.2 0.0
C 0.999464 -0.627335 -0.625451 0.0 -0.2 -0.2
C 0.983680 0.721446 -0.974411 0.2 -0.1 0.1
C 2.088923 1.519554 -0.778229 0.0 0.0 0.0
C 3.263194 0.998264 -0.229137 -0.1 -0.3 0.0
N 4.385402 1.767679 -0.098451 0.2 0.1 0.0
C 3.276638 -0.365237 0.126653 -0.7 0.5 -0.4
C 4.435681 -0.919927 0.702274 0.5 -0.2 0.2
N 5.389322 -1.345028 1.181497 0.3 -0.1 0.1
C 2.147310 -1.159727 -0.070070 -0.1 0.2 -0.1
H -4.903054 0.059058 0.169698 -0.2 0.0 0.0
H -4.126978 0.038255 1.756513 0.0 0.1 0.1
H -3.987778 -1.357292 0.681983 -0.1 -0.1 0.0
H -2.682429 0.030041 -0.939300 0.0 0.0 0.0
H -1.909661 2.294234 -0.234824 0.1 0.1 0.0
H -3.671318 2.233259 -0.398886 -0.1 0.1 0.0
H -2.924332 2.194347 1.201668 0.0 0.1 0.1
H -1.625669 0.053233 1.768455 0.1 0.0 -0.1
H -1.898278 -2.161075 0.365352 0.0 0.0 0.1
H -0.447575 -1.779816 1.305832 0.0 0.0 0.0
H -0.829736 -1.075550 -1.634472 0.1 0.0 0.1
H 0.672694 -2.898876 -1.780041 0.0 0.0 0.0
H 0.086496 1.143642 -1.399627 -0.1 0.1 -0.1
H 2.062095 2.564486 -1.051981 0.0 0.1 -0.1
H 4.283440 2.766494 -0.143606 0.0 -0.1 0.1
H 5.140320 1.413038 0.464869 0.0 0.1 0.0
H 2.176420 -2.200803 0.218796 0.0 -0.1 0.0
```
Forces are in eV/Å.

- Kohn-Sham gap: 8.962 eV
- E_tot: -706.97254 Eh
- Structure (SMILES): CC(C)NC[C@H](O)c1ccc(N)c(C#N)c1
- LUMO energy: 0.7 eV

Atom charges from the Löwdin analysis, given in e for atoms 1 to 2:
1 C -0.062
2 C -0.465